A molecular structure, C18H36N3Sc in a non-equilibrium geometry. Source: the Open Molecules 2025 dataset; level of theory: ωB97M-V/def2-TZVPD.

XYZ file:
```
58
Properties=species:S:1:pos:R:3:mulliken_charge:R:1
Sc 0.8296 -0.7926 0.1783 -0.30
N 0.6819 2.3527 1.3355 0.21
N 1.2038 3.6281 -0.6033 0.10
N 0.9969 1.3123 -0.7242 0.22
C -0.5568 -3.5768 -1.3352 -1.19
C -1.6257 -2.0791 0.4889 1.31
C 0.5368 0.9729 1.8639 -0.93
C 1.1713 -2.5689 1.3425 -0.56
C 0.1032 3.4380 2.1270 -1.09
C -2.1616 -0.7709 0.5087 -0.80
C -2.0092 -3.1404 1.4496 -1.94
C 1.2163 3.6320 -2.0751 -0.90
C -2.4053 1.1439 -1.1854 -1.65
C 3.3363 -3.7413 0.3795 -1.44
C 2.2623 -2.6193 0.2593 0.01
C -0.9799 -1.0233 -1.4672 0.94
C -3.1358 -0.2630 1.5033 -1.65
C -0.5602 -0.8341 -2.8808 -1.69
C 1.4196 4.9108 0.0481 -1.05
C -1.7915 -0.1159 -0.6973 1.84
C 0.9724 2.4931 0.0492 0.24
C -0.9321 -2.2639 -0.7479 0.03
H -0.3296 0.4634 1.3656 0.47
H 0.3437 -1.4135 -3.1168 0.41
H 1.7721 -2.7688 -0.7274 0.19
H -4.1647 -0.5216 1.2068 0.35
H 3.9706 -3.5778 1.2569 0.37
H 0.0536 1.2246 -1.1340 -0.38
H 1.4960 0.4188 1.7791 0.21
H 2.0768 3.0826 -2.4919 0.37
H 1.5316 1.5326 -1.5486 0.45
H 1.2915 4.6699 -2.3966 0.36
H 3.9769 -3.7487 -0.5099 0.41
H -2.1909 -2.7146 2.4425 0.41
H -0.3462 0.2185 -3.1228 0.30
H -3.4051 0.9582 -1.6166 0.36
H -2.9366 -3.6448 1.1328 0.36
H 0.8803 4.1041 2.5266 0.39
H 1.9042 5.5683 -0.6750 0.37
H -1.2421 -3.9101 1.5503 0.33
H 0.2799 1.0311 2.9239 0.67
H -1.3554 -1.1670 -3.5687 0.33
H -0.4381 2.9920 2.9678 0.37
H -1.4422 -4.0666 -1.7765 0.33
H -1.8204 1.6333 -1.9794 0.28
H -2.9607 -0.7065 2.4903 0.45
H 0.4727 5.3786 0.3521 0.37
H -3.0891 0.8282 1.6067 0.30
H 0.1790 -3.4734 -2.1411 0.36
H -2.5421 1.8686 -0.3679 0.34
H -0.6272 4.0342 1.5532 0.39
H 2.0848 4.7985 0.9096 0.38
H 0.2868 3.2161 -2.5005 0.26
H 2.8325 -1.6626 0.1776 0.38
H 2.8534 -4.7213 0.4601 0.34
H -0.1504 -4.2685 -0.5888 0.33
H 1.5360 -2.2286 2.3244 0.53
H 0.6462 -3.5214 1.4188 0.18
```

## Properties
**DFT total energy**: -44404.562 eV
**Net charge**: +2
**Highest occupied orbital energy**: -13.30 eV